Arrangement P

Entry from the OMol25 dataset: one molecule with the formula C3H2O3 (the ωB97M-V functional and the def2-TZVPD basis).

Calculated values
LUMO   -0.7 eV
Charge   0
Kohn-Sham gap   0.3324 Eh

Positions of all 8 atoms, in Å:
O 1.04 1.64 1.79
C 0.31 0.69 1.63
C -0.37 0.48 0.32
O 0.26 -0.46 -0.35
C -0.33 -0.72 -1.62
O -0.05 -1.70 -2.22
H 0.05 -0.01 2.45
H -1.01 0.09 -1.88

Atom charges from the Mulliken analysis, given in e for atoms 1 to 5: -0.415 0.225 -0.284 -0.143 0.321

---

Arrangement Q

Entry from the OMol25 dataset: one molecule with the formula C3H2O3 (the ωB97M-V functional and the def2-TZVPD basis).

Calculated values
LUMO   0.4 eV
Charge   0
Kohn-Sham gap   0.3856 Eh

Positions of all 8 atoms, in Å:
C 1.23 0.11 0.26
C -0.76 -0.62 -0.54
C 2.61 0.19 -0.32
O 0.15 0.36 -0.57
O 2.16 -0.94 -0.03
O -0.74 -1.56 0.16
H 0.93 0.03 1.37
H -1.35 -0.32 -1.47

Atom charges from the Mulliken analysis, given in e for atoms 1 to 5: 0.199 0.233 -0.258 -0.261 -0.084

---

Which structure is the least stable? The one labeled arrangement Q.

---

Arrangement P

Entry from the OMol25 dataset: a 21-piece molecular cluster, H41O21 overall (the ωB97M-V functional and the def2-TZVPD basis).

Calculated values
LUMO   2.2 eV
Charge   -1
Kohn-Sham gap   0.3452 Eh

Positions of all 62 atoms, in Å:
O 0.34 1.07 1.28
H 1.21 0.90 1.90
H 0.24 0.12 1.27
O 1.07 -2.52 2.02
H 4.11 -3.23 0.58
H 1.10 -3.41 2.38
O -4.31 -0.71 -0.21
H -4.17 -1.36 0.48
H -4.73 0.07 0.17
O -1.05 -0.52 -1.40
H -0.79 -1.24 -0.74
H -1.32 0.12 -0.73
O 0.82 0.77 -2.50
H 0.20 0.18 -1.92
H 1.56 1.00 -1.90
O 3.35 1.11 -1.97
H 3.60 1.71 -1.25
H 3.63 0.25 -1.64
O -0.90 -2.03 0.65
H -1.15 -2.95 0.70
H 0.04 -2.11 1.24
O -2.73 -3.74 3.05
H -2.13 -3.00 3.20
H -2.51 -3.97 2.14
O 4.51 0.04 0.37
H 4.65 -0.60 1.08
H 3.56 0.17 0.53
O -4.82 1.82 -1.11
H -5.34 2.21 -0.37
H -4.13 1.53 -0.45
O 1.52 -4.02 -1.73
H -1.86 1.64 1.75
H 1.54 -4.08 -2.69
O -4.17 1.49 1.48
H -3.68 0.77 1.88
H -3.76 2.32 1.79
O 0.40 -2.98 -3.87
H -0.28 -2.33 -4.04
H 1.14 -2.45 -3.55
O 0.36 3.56 3.24
H -0.46 4.04 3.17
H 0.31 2.81 2.64
O 1.13 4.59 -0.89
H 1.26 5.17 -0.13
H 1.78 3.89 -0.76
O -1.92 2.58 1.92
H -1.65 3.23 1.25
O 3.45 -2.03 -0.97
H 2.52 -1.88 -0.79
H 4.10 -1.33 -0.92
O 2.02 -0.30 2.54
H 1.76 -1.37 2.40
H 1.92 -0.12 3.48
O -2.07 0.96 -4.69
H -2.71 0.73 -4.02
H -1.15 0.74 -4.53
O -1.74 4.49 -0.48
H -2.20 3.86 -1.04
H -0.84 4.60 -0.84
O 3.94 -3.07 1.51
H 2.99 -2.86 1.55
H 2.43 -4.30 -1.54

Atom charges from the Mulliken analysis, given in e for atoms 1 to 5: -0.502 0.570 -0.048 -0.885 0.332

---

Arrangement Q

Entry from the OMol25 dataset: a 21-piece molecular cluster, H41O21 overall (the ωB97M-V functional and the def2-TZVPD basis).

Calculated values
LUMO   2.0 eV
Charge   -1
Kohn-Sham gap   0.3054 Eh

Positions of all 62 atoms, in Å:
O -3.92 -2.54 -0.68
H -3.00 -2.25 -0.18
H -3.83 -2.32 -1.55
O 3.19 -1.04 3.31
H -1.09 0.00 -0.66
H 4.15 -1.22 3.15
O 4.43 -2.94 1.16
H -2.07 -3.43 1.26
H 3.49 -2.84 0.85
O -2.21 -2.87 1.96
H 2.78 -0.69 -0.04
H 2.22 -2.89 -3.28
O 0.39 -1.29 2.22
H -0.27 -1.26 1.50
H 1.21 -1.09 1.85
O 1.00 -0.64 5.36
H -1.44 3.03 1.86
H 0.09 -0.96 5.12
O -0.76 3.68 2.02
H 4.12 -2.82 2.07
H 2.90 -1.50 4.07
O -4.45 -0.26 2.13
H -1.46 -2.45 2.21
H 0.80 0.37 5.33
O 0.00 -0.76 -3.59
H -4.43 -1.11 1.67
H 1.85 -1.56 -0.62
O -0.38 2.44 -1.37
H -0.22 3.23 2.66
H 0.22 1.89 -1.92
O 2.63 1.73 -0.55
H -3.93 1.39 -2.69
H 2.30 2.57 -0.89
O 3.65 -1.06 -1.81
H 4.31 -1.19 -1.17
H 3.37 -0.12 -1.77
O 2.33 -1.33 0.19
H -0.90 -0.59 -3.21
H 0.39 0.05 -3.59
O -3.42 3.80 0.16
H -3.82 3.15 0.82
H -2.43 3.53 0.11
O 0.21 0.61 0.18
H -2.95 3.44 -2.33
H 0.88 -0.03 0.24
O -4.04 0.61 -2.01
H -4.80 0.49 -1.51
O 1.51 -3.60 -3.01
H -0.57 1.93 -0.62
H 1.73 -3.65 -1.99
O 1.13 1.46 2.27
H 2.11 1.85 -4.80
H 1.16 0.43 2.42
O 1.49 2.33 -4.38
H -1.94 2.50 -2.84
H 1.94 2.44 -3.50
O -2.92 2.79 -3.07
H -3.62 0.12 2.11
H 0.64 1.36 1.42
O -1.28 -1.03 -0.80
H -0.44 -1.26 -1.26
H 1.99 1.38 0.02

Atom charges from the Mulliken analysis, given in e for atoms 1 to 5: -0.662 0.321 0.291 -0.569 0.178

---

Which structure is the least stable? The one labeled arrangement Q.

---

Arrangement P

Entry from the OMol25 dataset: H31O15 as an isolated structure (the ωB97M-V functional and the def2-TZVPD basis).

Calculated values
LUMO   -3.0 eV
Charge   +1
Kohn-Sham gap   0.3861 Eh

Positions of all 46 atoms, in Å:
O 1.59 1.10 2.29
H -2.04 1.87 -3.08
H 0.51 0.84 1.74
O -3.40 0.29 0.37
H -3.83 0.88 -0.34
H -3.13 -0.51 -0.17
O -2.20 0.96 -2.82
H 1.06 -0.86 -0.29
H -3.18 0.93 -3.23
O 1.57 -2.69 -1.12
H 0.84 -3.42 -0.79
H 1.30 -2.11 -1.68
O -0.63 -4.15 -0.08
H -0.97 -4.49 -1.01
H -1.39 -3.93 0.48
O 0.64 -1.05 0.60
H 1.24 -1.84 0.74
H -1.22 1.45 1.95
O -0.53 -1.54 3.50
H -0.80 -2.46 3.60
H -1.29 -1.09 3.09
O 0.46 2.06 -0.67
H 0.27 1.26 -1.28
H 1.12 2.56 -1.13
O -0.79 0.54 1.69
H 2.42 0.70 1.70
H -1.19 0.19 0.89
O 0.96 0.12 -3.54
H 3.55 2.76 -0.72
O 2.75 2.75 -3.03
H 3.17 3.24 -2.36
H 3.29 1.93 -3.18
O 1.58 -0.82 4.13
H 0.84 -0.94 4.64
H 1.29 -1.57 3.43
O -2.55 2.65 1.98
H -2.63 2.81 0.95
H -3.31 2.02 2.38
O 3.77 1.97 -0.21
H 1.54 0.15 2.77
H 3.68 2.42 0.66
O -1.96 -1.65 -1.21
H -1.42 -1.18 -1.83
H -2.50 -2.41 -1.72
H 1.51 0.19 -4.29
H 0.00 0.06 -3.80

Atom charges from the Mulliken analysis, given in e for atoms 1 to 5: -0.575 0.310 0.659 -0.581 0.301

---

Arrangement Q

Entry from the OMol25 dataset: a 15-piece molecular cluster, H31O15 overall (the ωB97M-V functional and the def2-TZVPD basis).

Calculated values
LUMO   -2.9 eV
Charge   +1
Kohn-Sham gap   0.3674 Eh

Positions of all 46 atoms, in Å:
O 2.36 -1.46 3.58
H -0.96 2.12 1.67
H 1.91 -2.17 3.92
O -0.03 -0.51 -2.63
H -4.27 -0.45 -2.89
H -0.25 -0.36 -3.61
O -0.33 -3.68 1.31
H 0.64 1.88 2.26
H -2.08 -1.44 -1.50
O 1.91 2.92 -1.33
H -1.07 3.74 -0.09
H 2.77 2.94 -0.93
O -2.73 1.27 1.30
H -2.95 0.87 2.13
H -3.55 1.75 0.84
O -0.46 2.65 2.43
H -0.08 -3.08 0.56
H -1.28 -3.60 1.25
O 1.30 0.96 1.98
H -0.05 3.60 2.10
H 3.57 0.29 -0.06
O 1.94 -2.20 0.34
H -0.66 0.16 -2.41
H 3.66 0.68 1.34
O -0.35 4.38 0.40
H 2.42 -3.11 0.21
H 0.21 -3.55 -2.98
O -0.26 -0.49 0.83
H -1.80 -2.97 -1.80
O -3.79 -1.10 -2.28
H -3.97 -1.89 -2.65
H 1.15 0.28 1.22
O 3.04 0.28 0.75
H 0.44 4.21 -0.28
H 2.39 -1.78 -0.39
O 0.83 -2.90 -2.44
H 1.41 0.55 2.87
H 0.32 -2.14 -2.14
O -1.46 -2.17 -1.34
H 2.11 -1.45 2.72
H -0.67 2.56 -1.80
O -1.36 2.21 -1.19
H -1.09 1.39 -0.80
H 2.18 2.80 -2.22
H -1.06 -0.78 0.34
H -0.01 -1.22 1.40

Atom charges from the Mulliken analysis, given in e for atoms 1 to 5: -0.620 0.423 0.322 -0.524 0.313

---

Which structure is the least stable? The one labeled arrangement P.

---

Arrangement P

Entry from the OMol25 dataset: a 2-piece molecular cluster, C2H2Cl2O2S overall (the ωB97M-V functional and the def2-TZVPD basis).

Calculated values
LUMO   -0.8 eV
Charge   0
Kohn-Sham gap   0.3037 Eh
Structure (SMILES)   O=S(Cl)#CCl.C=O

Positions of all 9 atoms, in Å:
O -1.18 -1.13 -2.75
S -0.40 -0.07 -2.02
Cl -1.82 1.51 -1.62
C -0.50 -1.04 -0.44
Cl -1.75 -0.67 0.54
C 1.46 0.28 1.61
O 1.03 0.13 0.47
H 2.10 1.28 1.84
H 1.07 -0.30 2.39

Atom charges from the Mulliken analysis, given in e for atoms 1 to 5: -0.449 0.511 -0.239 0.071 -0.003

---

Arrangement Q

Entry from the OMol25 dataset: C2H2Cl2O2S as an isolated structure (the ωB97M-V functional and the def2-TZVPD basis).

Calculated values
LUMO   -0.8 eV
Charge   0
Kohn-Sham gap   0.3483 Eh

Positions of all 9 atoms, in Å:
C -0.37 -0.01 -0.49
C -1.50 -0.70 0.10
O -3.86 -0.38 1.32
O -2.26 1.63 1.03
S -2.85 0.38 0.58
Cl -2.09 -2.19 0.09
Cl -3.54 0.70 -1.27
H 0.56 -0.54 -0.79
H -0.20 1.03 -0.15

Atom charges from the Mulliken analysis, given in e for atoms 1 to 5: -0.559 0.294 -0.514 -0.533 0.927

---

Which structure is the least stable? The one labeled arrangement P.

---

Arrangement P

Entry from the OMol25 dataset: one molecule with the formula C4H8FNO2 (the ωB97M-V functional and the def2-TZVPD basis).

Calculated values
LUMO   0.9 eV
Charge   0
Kohn-Sham gap   0.4058 Eh
Structure (SMILES)   C[C@@H](F)CONC=O

Positions of all 16 atoms, in Å:
C 2.28 0.37 -0.08
C 1.02 1.32 -0.25
F 0.90 1.60 -1.57
C -0.24 0.59 0.20
O -0.53 -0.59 -0.58
N -1.92 -0.79 -0.46
C -2.24 -1.64 0.58
O -1.46 -2.26 1.26
H 2.15 -0.55 -0.63
H 3.16 0.82 -0.54
H 2.44 0.12 0.99
H 1.14 2.27 0.30
H -0.13 0.36 1.30
H -1.12 1.26 0.12
H -2.13 -1.16 -1.38
H -3.32 -1.71 0.74

Atom charges from the Mulliken analysis, given in e for atoms 1 to 5: -1.201 0.370 -0.304 -0.442 -0.204

---

Arrangement Q

Entry from the OMol25 dataset: a 2-piece molecular cluster, C4H8FNO2 overall (the ωB97M-V functional and the def2-TZVPD basis).

Calculated values
LUMO   0.5 eV
Charge   0
Kohn-Sham gap   0.2722 Eh

Positions of all 16 atoms, in Å:
C -2.55 0.69 1.76
C 0.26 -1.36 -1.08
C 1.13 0.94 -0.92
C 0.21 -0.29 1.28
N 0.20 -0.06 -0.33
O -2.70 0.24 0.72
O -2.49 1.16 2.78
F 1.56 -0.60 1.51
H 0.84 -2.05 -0.55
H -0.63 -1.89 -1.26
H 0.58 -1.28 -2.17
H 0.95 1.12 -2.01
H 1.13 1.77 -0.27
H 2.20 0.61 -0.83
H -0.02 0.71 1.81
H -0.68 0.29 -0.44

Atom charges from the Mulliken analysis, given in e for atoms 1 to 5: 0.736 -0.872 -0.926 -0.546 0.253

---

Which structure is the least stable? The one labeled arrangement Q.